DFT (ωB97M-V with the def2-TZVPD basis set) results for CHBrClNO2 as an isolated structure at a distorted geometry.

The geometry in ORCA input format:
```
! wB97M-V def2-TZVPD RIJCOSX def2/J DEFGRID3
* xyz 0 1
C -0.010 0.287 -0.486
N -0.123 -0.528 0.784
O 0.193 -1.676 0.704
O -0.490 0.073 1.751
Cl -0.046 -0.726 -1.903
Br 1.575 1.372 -0.316
H -1.099 1.198 -0.534
*
```

**Calculated total energy**: -89198.78644 eV
**Gap between HOMO and LUMO**: 10.63 eV
**Energy relative to the best compared isomer or geometry (same formula, charge and spin)**: 18.7 kcal/mol

Mulliken population analysis, charges in e, atoms 1 to 5: C -0.107; N 0.832; O -0.488; O -0.480; Cl -0.078



DFT (ωB97M-V with the def2-TZVPD basis set) results for an isolated ion of composition C5H10NO2 and charge +1 at a distorted geometry.

The geometry in ORCA input format:
```
! wB97M-V def2-TZVPD RIJCOSX def2/J DEFGRID3
* xyz 1 1
C -1.439 1.350 0.690
C -0.813 -0.006 -1.438
C -0.610 0.198 0.138
C 0.912 -0.605 2.028
C 0.796 0.154 0.750
N 0.339 -0.491 -2.247
O -2.013 2.124 -0.047
O -1.325 -0.907 -0.471
H -1.678 1.387 1.824
H -1.529 0.421 -1.952
H 0.005 -1.126 2.382
H 1.492 -0.002 2.751
H 1.539 -1.452 1.969
H 1.470 -0.229 0.030
H 1.075 1.212 0.809
H 0.150 -0.405 -3.257
H 0.392 -1.503 -1.944
H 1.239 -0.119 -2.015
*
```

**Calculated total energy**: -10922.31214 eV
**Gap between HOMO and LUMO**: 10.07 eV
**Energy relative to the best compared isomer or geometry (same formula, charge and spin)**: 86.2 kcal/mol

Mulliken population analysis, charges in e, atoms 1 to 5: C -0.272; C -0.487; C 0.726; C -1.339; C -0.397



DFT (ωB97M-V with the def2-TZVPD basis set) results for C12H40FN8O7P3S as an isolated structure at a distorted geometry.

The geometry in ORCA input format:
```
! wB97M-V def2-TZVPD RIJCOSX def2/J DEFGRID3
* xyz 0 1
N 5.378 1.207 -0.154
P 4.059 0.875 -0.894
O 2.829 1.251 0.023
O 3.949 -0.667 -1.193
N 3.790 1.788 -2.355
O 2.766 1.179 -3.143
S 5.129 1.765 -3.388
O 4.713 2.316 -4.619
O 5.756 0.491 -3.437
F 6.039 2.805 -2.708
H 5.934 1.892 -0.656
H 3.000 2.171 0.282
H 4.560 -0.918 -1.906
H 2.212 0.615 -2.578
O 1.200 0.585 3.815
P 0.605 -0.785 3.944
N 0.753 -1.027 5.645
C 0.799 -2.314 6.312
C -0.044 -0.097 6.443
N 1.828 -1.663 3.072
C 2.729 -2.584 3.739
C 2.600 -0.854 2.128
N -0.566 -2.075 3.705
C -0.471 -2.932 2.513
C -1.930 -1.476 3.673
H -0.159 -2.852 6.285
H 1.056 -2.161 7.362
H 1.572 -2.965 5.919
H -1.105 -0.386 6.477
H 0.023 0.913 6.039
H 0.324 -0.060 7.470
H 3.328 -2.106 4.525
H 3.414 -3.025 3.010
H 2.197 -3.442 4.157
H 3.385 -0.272 2.624
H 1.957 -0.168 1.591
H 3.076 -1.501 1.386
H -0.379 -2.362 1.586
H -1.373 -3.547 2.448
H 0.360 -3.626 2.583
H -2.076 -0.851 2.786
H -2.100 -0.851 4.553
H -2.691 -2.255 3.679
O -0.421 1.180 -3.277
P -1.883 0.843 -3.294
N -2.418 1.861 -4.574
C -3.773 2.347 -4.756
C -1.848 1.517 -5.877
N -2.298 1.524 -1.744
C -3.122 2.714 -1.628
C -1.180 1.642 -0.808
N -3.313 -0.177 -3.292
C -3.879 -0.637 -2.013
C -3.016 -1.410 -4.077
H -4.482 1.559 -5.044
H -3.777 3.094 -5.553
H -4.160 2.858 -3.882
H -2.353 0.652 -6.332
H -0.787 1.285 -5.786
H -1.938 2.356 -6.569
H -2.691 3.585 -2.138
H -3.259 2.968 -0.575
H -4.135 2.541 -1.995
H -0.554 2.518 -1.015
H -0.544 0.759 -0.839
H -1.562 1.730 0.212
H -3.131 -1.078 -1.351
H -4.643 -1.391 -2.217
H -4.385 0.167 -1.487
H -2.273 -2.039 -3.577
H -2.628 -1.156 -5.066
H -3.923 -1.995 -4.227
*
```

**Calculated total energy**: -80762.40352 eV
**Gap between HOMO and LUMO**: 8.40 eV
**Energy relative to the best compared isomer or geometry (same formula, charge and spin)**: 35.6 kcal/mol

Mulliken population analysis, charges in e, atoms 1 to 5: N -0.798; P 0.596; O -0.215; O -0.394; N 0.154



DFT (ωB97M-V with the def2-TZVPD basis set) results for an isolated ion of composition C5H8NO and charge +1 at a distorted geometry.

The geometry in ORCA input format:
```
! wB97M-V def2-TZVPD RIJCOSX def2/J DEFGRID3
* xyz 1 1
C -1.924 0.456 0.953
C 0.157 -1.512 -1.118
C -1.542 -0.162 -0.193
C 0.997 0.723 -0.498
C 1.734 0.642 0.752
N -0.223 -0.379 -0.638
O 1.248 1.343 -1.462
H -2.935 0.405 1.178
H -1.249 1.026 1.570
H 1.167 -1.629 -1.474
H -0.555 -2.275 -1.374
H -2.362 -0.721 -0.735
H 2.746 0.169 0.552
H 1.689 1.782 1.025
H 1.055 0.133 1.462
*
```

**Calculated total energy**: -8842.93046 eV
**Gap between HOMO and LUMO**: 9.59 eV
**Energy relative to the best compared isomer or geometry (same formula, charge and spin)**: 42.2 kcal/mol

Mulliken population analysis, charges in e, atoms 1 to 5: C -0.817; C -0.118; C 0.202; C 0.277; C -0.677



DFT (ωB97M-V with the def2-TZVPD basis set) results for CH4N2O2 in the gas phase at a distorted geometry.

The geometry in ORCA input format:
```
! wB97M-V def2-TZVPD RIJCOSX def2/J DEFGRID3
* xyz 0 1
C 0.678 -0.182 -1.534
N -0.942 -0.008 0.193
N 0.310 -0.291 -0.224
O -0.238 -0.086 -2.311
O 1.395 0.074 0.791
H 1.743 -0.064 -1.637
H -1.441 0.815 -0.237
H -1.551 -0.762 0.156
H 1.471 -0.727 1.178
*
```

**Calculated total energy**: -8174.04163 eV
**Gap between HOMO and LUMO**: 10.96 eV
**Energy relative to the best compared isomer or geometry (same formula, charge and spin)**: 61.0 kcal/mol

Mulliken population analysis, charges in e, atoms 1 to 5: C 0.077; N -0.494; N 0.190; O -0.543; O -0.410



DFT (ωB97M-V with the def2-TZVPD basis set) results for a 2-piece molecular cluster, C5H14 overall at a distorted geometry.

The geometry in ORCA input format:
```
! wB97M-V def2-TZVPD RIJCOSX def2/J DEFGRID3
* xyz 0 1
C -1.074 -0.456 0.938
C -0.290 -1.197 2.009
C -2.564 -0.420 1.234
H -0.619 0.517 0.741
H -0.944 -0.982 -0.010
H -0.715 -2.187 2.215
H -2.888 -1.454 1.357
H -2.878 0.179 2.095
H -0.272 -0.754 3.005
H 0.734 -1.317 1.651
H -3.229 -0.005 0.467
C 1.333 0.474 -1.796
C 2.386 1.494 -2.190
H 0.433 0.910 -1.356
H 0.977 -0.131 -2.629
H 1.695 -0.157 -0.981
H 2.035 2.169 -2.968
H 2.511 2.228 -1.381
H 3.369 1.088 -2.400
*
```

**Calculated total energy**: -5411.78046 eV
**Gap between HOMO and LUMO**: 12.47 eV
**Energy relative to the best compared isomer or geometry (same formula, charge and spin)**: 6.2 kcal/mol

Mulliken population analysis, charges in e, atoms 1 to 5: C 0.157; C -1.172; C -1.337; H 0.228; H 0.199



DFT (ωB97M-V with the def2-TZVPD basis set) results for C39H32IN5O3SbTi as an isolated structure at a distorted geometry.

The geometry in ORCA input format:
```
! wB97M-V def2-TZVPD RIJCOSX def2/J DEFGRID3
* xyz 1 1
Ti 1.506 0.013 -0.069
C 0.665 3.027 2.047
C 0.938 1.883 2.902
C 1.184 2.084 4.276
C 1.287 1.017 5.177
C 1.209 -0.261 4.644
C 1.058 -0.416 3.240
N 0.961 0.629 2.403
Sb 0.980 -2.467 2.556
C 1.913 -2.650 0.574
C 2.918 -3.626 0.361
C 3.092 -4.163 -0.922
C 2.143 -3.788 -1.902
C 1.191 -2.777 -1.659
C 0.268 -2.262 -2.753
N 1.246 -2.115 -0.458
C -1.052 -3.439 3.070
C -0.840 -4.556 3.952
C -2.000 -5.214 4.280
C -3.212 -4.880 3.703
C -3.297 -3.851 2.815
C -4.549 -3.638 2.051
N -2.178 -3.158 2.493
H 0.585 4.031 2.583
H 1.539 3.088 1.394
H -0.095 2.911 1.322
H 1.328 3.162 4.593
H 1.413 1.229 6.224
H 1.263 -1.186 5.224
H 3.565 -3.800 1.192
H 3.955 -4.726 -1.186
H 2.206 -4.204 -2.879
H -0.077 -3.130 -3.343
H -0.583 -1.717 -2.298
H 0.858 -1.592 -3.362
H 0.131 -4.831 4.300
H -1.894 -5.990 5.040
H -4.122 -5.475 3.852
H -4.483 -3.959 1.024
H -5.263 -4.248 2.634
H -4.884 -2.562 2.138
N -0.280 0.429 -0.375
C -1.416 0.939 -0.710
C -2.696 0.628 0.058
C -3.968 0.669 -0.525
C -5.128 0.576 0.226
C -5.038 0.321 1.597
C -3.788 0.409 2.225
C -2.642 0.358 1.470
C -1.506 1.838 -1.918
C -0.695 1.710 -3.078
C -0.876 2.478 -4.229
C -1.913 3.424 -4.230
C -2.750 3.607 -3.102
C -2.426 2.931 -1.897
H -4.094 0.726 -1.591
H -6.098 0.608 -0.210
H -5.913 0.245 2.267
H -3.737 0.465 3.289
H -1.631 0.259 1.849
H 0.035 0.934 -3.077
H -0.129 2.247 -4.981
H -2.173 3.943 -5.158
H -3.518 4.399 -3.046
H -2.866 3.090 -0.905
O 4.974 1.383 0.997
C 4.133 0.559 0.940
N 3.246 -0.295 0.909
I 5.502 5.100 -6.126
C 4.646 3.770 -4.751
C 4.739 4.079 -3.417
C 4.098 3.346 -2.424
C 3.285 2.235 -2.794
C 3.171 1.924 -4.134
C 3.730 2.742 -5.125
C 2.601 1.390 -1.728
O 2.391 1.901 -0.572
O 2.281 0.190 -1.949
H 5.320 4.925 -3.101
H 4.154 3.530 -1.352
H 2.683 1.013 -4.420
H 3.417 2.583 -6.138
*
```

**Calculated total energy**: -92302.77223 eV
**Gap between HOMO and LUMO**: 6.26 eV
**Energy relative to the best compared isomer or geometry (same formula, charge and spin)**: 63.7 kcal/mol

Mulliken population analysis, charges in e, atoms 1 to 5: Ti 0.043; C -1.066; C 0.777; C -0.817; C -0.611



DFT (ωB97M-V with the def2-TZVPD basis set) results for a 4-piece molecular cluster, C22H46NO9P overall at a distorted geometry.

The geometry in ORCA input format:
```
! wB97M-V def2-TZVPD RIJCOSX def2/J DEFGRID3
* xyz 0 1
C 5.829 -2.200 1.216
C 4.625 -1.617 0.486
C 3.591 -2.675 0.132
C 2.244 -2.056 -0.203
O 1.193 -2.966 -0.200
C 0.520 -3.055 1.045
C -1.011 -2.995 0.827
C -1.363 -1.506 0.752
C -2.775 -1.100 1.042
C -3.987 -1.683 0.367
N -2.904 -0.173 1.890
O -1.276 -3.680 -0.365
C -2.286 -4.665 -0.267
P 2.306 -1.332 -1.923
O 0.985 -1.347 -2.583
H 6.591 -2.529 0.517
H 5.540 -3.053 1.820
H 6.293 -1.468 1.858
H 4.175 -0.857 1.118
H 4.996 -1.104 -0.397
H 3.991 -3.260 -0.687
H 3.485 -3.318 0.998
H 2.098 -1.199 0.457
H 0.840 -2.272 1.720
H 0.747 -4.025 1.484
H -1.442 -3.485 1.695
H -1.075 -1.188 -0.246
H -0.776 -1.028 1.516
H -4.822 -1.019 0.512
H -3.862 -1.765 -0.709
H -4.235 -2.681 0.705
H -3.887 0.052 2.026
H -2.276 -5.212 0.670
H -3.247 -4.204 -0.464
H -2.118 -5.388 -1.053
H 2.770 0.001 -1.822
H 3.310 -2.019 -2.643
O 3.805 2.236 0.380
C 2.724 2.591 -0.013
O 1.632 2.246 0.691
C 0.315 2.741 0.408
C -0.354 1.911 -0.663
C 2.563 3.341 -1.315
H 0.340 3.804 0.164
H -0.233 2.648 1.344
H 0.183 1.964 -1.610
H -1.378 2.246 -0.830
H -0.371 0.867 -0.356
H 2.541 2.628 -2.137
H 3.421 3.998 -1.437
H 1.677 3.969 -1.360
O 2.879 8.637 -1.739
C 3.887 8.356 -1.150
O 4.165 7.058 -0.915
C 5.413 6.596 -0.389
C 5.435 6.662 1.124
C 4.807 9.422 -0.599
H 6.251 7.129 -0.841
H 5.496 5.557 -0.705
H 5.339 7.687 1.483
H 6.367 6.249 1.510
H 4.602 6.093 1.537
H 4.423 9.750 0.366
H 4.797 10.265 -1.286
H 5.841 9.106 -0.485
O -5.326 -4.775 1.009
C -6.336 -4.698 0.364
O -6.946 -3.506 0.246
C -8.040 -3.262 -0.642
C -9.367 -3.641 -0.020
C -6.976 -5.921 -0.248
H -7.875 -3.755 -1.602
H -8.017 -2.191 -0.833
H -9.419 -4.708 0.199
H -10.188 -3.389 -0.692
H -9.507 -3.109 0.921
H -7.585 -6.413 0.509
H -6.184 -6.599 -0.557
H -7.588 -5.715 -1.123
*
```

**Calculated total energy**: -52765.04220 eV
**Gap between HOMO and LUMO**: 9.61 eV

Mulliken population analysis, charges in e, atoms 1 to 5: C -1.418; C -0.163; C -0.613; C -0.057; O -0.276



Results for E_LUMO: -0.55 -3.91 0.08 -5.38 0.79 1.10 -4.00 0.64 (in eV, following the order of the records).